1.
Molecular formula: C55H36BrF12N3O17S
Method: DFT, ωB97M-V/def2-TZVPD

The geometry in ORCA input format:
```
! RIJCOSX wB97M-V def2-TZVPD def2/J DEFGRID3
* xyz 0 1
C 4.47 6.81 4.33
C 3.15 6.07 4.76
O 2.50 6.95 5.71
C 2.12 5.83 3.59
C 2.27 4.48 2.84
C 2.53 4.56 1.33
C 2.65 3.36 0.54
Br 3.03 3.59 -1.38
C 2.52 1.99 1.14
N 2.62 0.92 0.28
C 2.51 -0.23 0.99
S 2.63 -1.78 -0.02
O 4.02 -2.24 -0.07
O 2.23 -1.41 -1.38
C 1.42 -3.08 0.52
F 2.10 -3.93 1.38
F 0.36 -2.45 1.13
C 0.89 -4.01 -0.65
F 2.02 -4.35 -1.39
F 0.07 -3.33 -1.51
C 0.24 -5.37 -0.17
F -0.40 -5.92 -1.28
F 1.16 -6.32 0.21
C -0.87 -5.24 0.95
F -0.36 -5.09 2.21
F -1.55 -6.45 0.97
F -1.81 -4.29 0.68
C 2.32 -0.35 2.45
O 2.27 -1.64 3.04
N 3.27 -1.62 4.06
O 3.83 -2.64 4.01
N 2.19 0.71 3.27
C 2.29 1.91 2.60
C 2.15 3.16 3.42
C 1.86 3.03 4.96
C 0.53 2.22 5.27
C -0.61 3.09 5.87
F -0.56 4.47 6.03
C -1.76 2.46 6.32
F -1.64 1.42 7.19
F -3.00 2.88 5.92
H 4.24 7.90 4.13
H 4.98 6.31 3.47
H 5.21 6.81 5.18
H 3.45 5.14 5.31
H 1.78 6.48 6.16
H 2.17 6.67 2.83
H 1.09 5.88 4.05
H 2.61 5.56 0.86
H 1.74 4.04 5.44
H 2.75 2.48 5.38
H 0.77 1.42 6.02
H 0.14 1.72 4.33
O 2.20 14.03 4.18
C 2.66 12.97 3.79
C 3.80 12.33 4.48
C 4.30 11.17 4.05
C 3.74 10.48 2.87
O 4.20 9.42 2.49
C 2.60 11.12 2.18
C 2.10 12.28 2.61
H 4.20 12.85 5.34
H 5.14 10.69 4.55
H 2.20 10.60 1.32
H 1.26 12.76 2.12
O -3.35 -0.01 -3.73
C -2.55 0.81 -3.33
C -2.90 2.25 -3.24
C -2.01 3.15 -2.81
C -0.66 2.75 -2.39
O 0.14 3.58 -1.98
C -0.31 1.32 -2.47
C -1.19 0.42 -2.91
H -3.90 2.53 -3.55
H -2.25 4.20 -2.74
H 0.70 1.04 -2.15
H -0.95 -0.64 -2.97
O -6.21 5.05 0.89
C -5.04 4.83 1.11
C -4.60 4.15 2.36
C -3.32 3.92 2.60
C -2.27 4.32 1.64
O -1.09 4.10 1.85
C -2.70 5.00 0.40
C -3.98 5.23 0.15
H -5.39 3.87 3.05
H -2.98 3.42 3.50
H -1.91 5.28 -0.29
H -4.32 5.73 -0.75
O -5.12 -5.02 -1.65
C -4.67 -6.09 -2.03
C -3.55 -6.74 -1.32
C -3.05 -7.91 -1.74
C -3.60 -8.59 -2.93
O -3.15 -9.66 -3.31
C -4.72 -7.94 -3.64
C -5.22 -6.77 -3.23
H -3.16 -6.23 -0.46
H -2.23 -8.40 -1.23
H -5.11 -8.45 -4.51
H -6.04 -6.28 -3.73
O 4.70 -7.45 -5.24
C 4.81 -7.43 -4.03
C 3.86 -6.66 -3.19
C 3.98 -6.63 -1.86
C 5.05 -7.38 -1.17
O 5.15 -7.36 0.04
C 5.99 -8.15 -2.01
C 5.88 -8.18 -3.33
H 3.08 -6.11 -3.71
H 3.30 -6.07 -1.23
H 6.77 -8.69 -1.48
H 6.56 -8.74 -3.96
O -5.84 -7.51 -6.16
C -5.89 -7.84 -7.33
C -5.38 -6.95 -8.40
C -5.45 -7.30 -9.68
C -6.03 -8.60 -10.10
O -6.09 -8.92 -11.26
C -6.54 -9.49 -9.03
C -6.48 -9.13 -7.74
H -4.96 -6.00 -8.08
H -5.08 -6.67 -10.48
H -6.96 -10.43 -9.34
H -6.84 -9.77 -6.95
*
```

- Strongest force on any atom: 0.1199 Eh/bohr
- Frontier orbital gap: 7.215 eV
- SMILES string: C[C@@H](O)Cc1cc(Br)c2nc(S(=O)(=O)C(F)(F)C(F)(F)C(F)(F)C(F)(F)F)c(ON=O)nc2c1CCC(F)=C(F)F.O=C1C=CC(=O)C=C1.O=C1C=CC(=O)C=C1.O=C1C=CC(=O)C=C1.O=C1C=CC(=O)C=C1.O=C1C=CC(=O)C=C1.O=C1C=CC(=O)C=C1
- HOMO energy: -9.05 eV

***

2.
Molecular formula: C16H52N4O10
Method: DFT, ωB97M-V/def2-TZVPD

The geometry in ORCA input format:
```
! RIJCOSX wB97M-V def2-TZVPD def2/J DEFGRID3
* xyz 0 1
N 6.48 6.35 6.39
C 6.61 5.07 6.07
N 5.56 4.67 5.38
O 7.54 4.34 6.40
H 5.61 6.66 5.97
H 7.32 6.88 6.60
H 4.83 5.34 5.23
H 5.47 3.72 5.05
N 8.06 -0.26 2.04
C 7.07 -0.98 2.45
N 7.38 -1.80 3.44
O 5.94 -0.96 2.01
H 9.02 -0.48 2.29
H 8.01 0.38 1.26
H 6.60 -2.44 3.52
H 7.93 -1.44 4.20
C -0.84 -1.23 0.18
C -0.78 0.34 -0.06
C -2.18 1.02 -0.11
O 0.09 0.94 0.87
H -0.36 -1.81 -0.62
H -1.80 -1.67 0.44
H -0.27 -1.49 1.07
H -0.39 0.50 -1.07
H -2.50 1.43 0.85
H -2.89 0.33 -0.57
H -2.27 1.93 -0.71
H 0.86 0.37 0.89
C -4.12 7.03 -8.03
C -4.08 7.52 -6.56
C -3.84 8.97 -6.41
O -5.37 7.27 -6.08
H -4.77 7.61 -8.68
H -4.48 6.01 -8.03
H -3.14 7.15 -8.50
H -3.42 6.90 -5.96
H -4.43 9.54 -7.12
H -2.83 9.23 -6.72
H -4.00 9.39 -5.42
H -6.11 7.70 -6.52
C -4.52 -9.91 1.52
C -4.38 -9.97 3.01
C -3.43 -8.92 3.57
O -5.59 -9.85 3.63
H -5.01 -10.80 1.12
H -3.51 -9.95 1.10
H -5.02 -9.01 1.17
H -4.05 -10.94 3.38
H -3.70 -7.97 3.11
H -2.40 -9.26 3.46
H -3.54 -8.87 4.65
H -5.91 -8.96 3.52
C 1.01 -4.14 7.26
O 2.37 -4.49 6.92
H 0.79 -3.16 6.84
H 0.30 -4.83 6.80
H 0.79 -4.16 8.33
H 2.65 -5.18 7.54
C -0.81 6.00 4.79
O 0.12 5.79 3.77
H -0.85 5.21 5.55
H -0.85 7.02 5.15
H -1.78 5.86 4.30
H 0.03 4.90 3.44
C 1.58 -4.56 -6.48
O 1.28 -5.38 -7.62
H 0.77 -4.42 -5.76
H 2.34 -5.00 -5.85
H 2.20 -3.72 -6.79
H 1.96 -5.45 -8.29
C 4.79 4.28 -2.84
O 5.83 5.20 -2.82
H 5.11 3.28 -2.58
H 3.98 4.59 -2.18
H 4.48 4.35 -3.88
H 6.34 5.00 -3.61
C -6.27 -3.96 -5.32
O -6.65 -3.33 -4.12
H -6.84 -4.88 -5.43
H -6.41 -3.23 -6.12
H -5.25 -4.34 -5.34
H -7.46 -2.85 -4.32
*
```

- Strongest force on any atom: 0.0959 Eh/bohr
- Frontier orbital gap: 9.967 eV
- SMILES string: NC(N)=O.NC(N)=O.CC(C)O.CC(C)O.CC(C)O.CO.CO.CO.CO.CO
- Energy above the lowest of the compared OMol25 structures with the same formula, charge and spin: 1.436 eV
- HOMO energy: -9.55 eV

***

3.
Molecular formula: C3H3F2N
Method: DFT, ωB97M-V/def2-TZVPD

The geometry in ORCA input format:
```
! RIJCOSX wB97M-V def2-TZVPD def2/J DEFGRID3
* xyz 0 1
C -0.17 -0.16 -1.15
C -0.59 0.09 0.80
C 0.34 -0.70 0.01
N -1.11 0.47 -0.53
F 1.78 1.41 0.14
F 1.00 -1.79 0.17
H 0.12 0.03 -2.10
H -1.28 -0.38 1.43
H -0.08 1.04 1.24
*
```

- Strongest force on any atom: 0.0700 Eh/bohr
- Frontier orbital gap (spin up / spin down): 6.786 / 8.365 eV
- Energy above the lowest of the compared OMol25 structures with the same formula, charge and spin: 5.401 eV
- HOMO energy (spin up / spin down): -9.44 / -10.54 eV

***

4.
Molecular formula: C2H4FNO3
Method: DFT, ωB97M-V/def2-TZVPD

The geometry in ORCA input format:
```
! RIJCOSX wB97M-V def2-TZVPD def2/J DEFGRID3
* xyz 0 3
C -0.96 -0.14 -0.41
C -0.33 0.86 0.45
N 1.88 -0.12 -0.12
O 1.65 -0.68 -1.14
O 2.74 -0.02 0.67
O -1.06 -1.41 0.10
F -0.01 2.11 -0.02
H -1.93 0.18 -0.74
H -0.31 -0.21 -1.45
H -0.59 0.77 1.56
H -1.07 -1.34 1.09
*
```

- <S²>: 2.007
- Strongest force on any atom: 0.0972 Eh/bohr
- Frontier orbital gap (spin up / spin down): 8.188 / 9.001 eV
- Energy above the lowest of the compared OMol25 structures with the same formula, charge and spin: 1.768 eV
- HOMO energy (spin up / spin down): -7.86 / -10.74 eV

***

5.
Molecular formula: C2H8S3
Method: DFT, ωB97M-V/def2-TZVPD

The geometry in ORCA input format:
```
! RIJCOSX wB97M-V def2-TZVPD def2/J DEFGRID3
* xyz -1 2
S 0.72 2.02 -2.29
S 1.17 0.02 -2.80
H 1.46 2.22 -1.14
H -0.10 -0.59 -2.96
C -1.28 -0.26 0.07
S -0.72 0.70 1.55
C 0.58 -0.53 1.97
H -2.37 0.03 0.11
H -1.28 -1.35 0.29
H -0.55 -0.07 -0.68
H 0.91 -0.99 0.96
H 1.44 0.17 2.38
H 0.02 -1.38 2.54
*
```

- <S²>: 0.753
- Strongest force on any atom: 0.0721 Eh/bohr
- Frontier orbital gap (spin up / spin down): 3.041 / 6.959 eV
- Energy above the lowest of the compared OMol25 structures with the same formula, charge and spin: 1.656 eV
- HOMO energy (spin up / spin down): 0.03 / -3.94 eV

***

6.
Molecular formula: C3F33HfO9P4S3
Method: DFT, ωB97M-V/def2-TZVPD

The geometry in ORCA input format:
```
! RIJCOSX wB97M-V def2-TZVPD def2/J DEFGRID3
* xyz -3 1
Hf -3.14 10.02 13.32
C -7.82 11.65 12.97
F -7.29 12.76 13.46
F -9.06 11.45 13.44
F -7.86 11.73 11.65
S -6.81 10.11 13.58
O -7.22 10.03 14.96
O -7.26 8.97 12.78
O -5.38 10.43 13.37
C -2.94 11.79 17.62
F -3.36 12.31 18.78
F -2.27 12.71 16.92
F -2.12 10.77 17.86
S -4.40 11.23 16.54
O -5.12 12.43 16.19
O -3.69 10.68 15.35
O -5.12 10.23 17.27
C -5.03 5.76 14.04
F -5.60 4.74 14.67
F -3.85 5.31 13.56
F -5.71 6.18 12.98
S -4.70 7.21 15.21
O -4.14 8.24 14.32
O -5.97 7.44 15.86
O -3.71 6.71 16.14
P -1.73 12.95 13.33
F -0.16 13.25 13.30
F -1.63 11.62 12.35
F -1.64 11.77 14.46
F -3.37 12.59 13.40
F -2.01 14.07 14.42
F -1.91 13.86 12.05
P -2.90 7.86 11.04
F -3.30 8.11 9.51
F -1.50 7.23 10.52
F -2.19 9.31 11.15
F -2.46 7.76 12.58
F -4.24 8.62 11.53
F -3.61 6.43 11.12
P -4.64 11.78 10.01
F -3.75 13.08 10.33
F -5.13 12.46 8.64
F -3.36 11.13 9.25
F -5.48 10.45 9.70
F -4.07 11.03 11.43
F -5.83 12.37 10.87
P -0.19 8.77 14.72
F 0.15 10.14 15.52
F -1.79 9.04 15.06
F -0.82 9.50 13.33
F -0.61 7.37 14.10
F 1.25 8.76 14.04
F 0.22 8.01 16.06
*
```

- Strongest force on any atom: 0.0627 Eh/bohr
- Frontier orbital gap: 9.110 eV
- Energy above the lowest of the compared OMol25 structures with the same formula, charge and spin: 0.000 eV
- HOMO energy: -2.56 eV

***

7.
Molecular formula: C25H31N3O13P2SV
Method: DFT, ωB97M-V/def2-TZVPD

The geometry in ORCA input format:
```
! RIJCOSX wB97M-V def2-TZVPD def2/J DEFGRID3
* xyz 0 2
V -0.89 0.05 0.99
O -0.32 4.00 1.52
C 0.07 3.00 0.96
O -0.65 1.93 0.84
C 1.43 3.09 0.25
C 1.10 3.52 -1.19
C 2.33 3.72 -2.09
C 2.56 2.31 -2.68
C 1.43 1.49 -2.03
O 0.41 2.43 -1.82
C 2.40 1.90 0.18
C 2.04 0.21 2.17
O 2.48 -0.43 3.12
O 0.85 0.03 1.75
H 1.96 3.91 0.73
H 0.43 4.38 -1.18
H 2.10 4.44 -2.87
H 3.19 4.10 -1.53
H 2.44 2.31 -3.76
H 3.55 1.90 -2.45
H 1.04 0.70 -2.66
H 3.31 2.33 -0.26
N 1.54 -2.20 -2.27
C 0.64 -2.50 -3.31
C 1.08 -2.70 -4.61
C 0.15 -2.97 -5.61
C -1.21 -3.00 -5.32
C -1.64 -2.76 -4.02
C -0.71 -2.55 -3.01
S -1.17 -2.38 -1.32
N -0.02 -1.17 -0.84
C 1.17 -1.30 -1.30
C 2.24 -0.41 -0.77
C 3.36 -0.99 -0.29
C 4.46 -0.33 0.42
C 4.28 0.68 1.26
C 2.91 1.27 1.49
N 1.85 0.91 -0.75
H 2.51 -2.10 -2.55
H 2.14 -2.65 -4.84
H 0.49 -3.14 -6.62
H -1.93 -3.19 -6.10
H -2.70 -2.77 -3.78
H 3.41 -2.07 -0.36
H 5.45 -0.76 0.31
H 5.12 1.11 1.79
H 2.99 2.08 2.22
C -1.68 -1.72 5.58
C -2.13 -1.82 4.13
O -3.15 -2.84 4.01
P -0.77 -2.40 3.03
O -0.94 -3.97 3.08
O 0.60 -2.15 3.69
O -0.96 -1.88 1.63
P -2.84 -0.26 3.43
O -3.15 0.69 4.68
O -4.06 -0.67 2.70
O -1.71 0.47 2.69
H -1.28 -2.68 5.91
H -2.53 -1.46 6.20
H -0.91 -0.97 5.69
H -3.84 -2.44 3.44
H -1.87 -4.16 3.27
H 1.29 -1.46 3.42
H -2.58 1.47 4.67
C -2.90 1.03 -2.02
C -3.39 0.62 -0.64
C -3.92 1.77 0.18
O -2.27 0.04 0.05
H -3.73 1.45 -2.59
H -2.52 0.16 -2.56
H -2.10 1.77 -1.94
H -4.12 -0.18 -0.71
H -3.14 2.52 0.34
H -4.26 1.41 1.15
H -4.76 2.23 -0.34
*
```

- <S²>: 0.761
- Strongest force on any atom: 0.0081 Eh/bohr
- Frontier orbital gap (spin up / spin down): 7.337 / 7.957 eV
- Energy above the lowest of the compared OMol25 structures with the same formula, charge and spin: 0.345 eV
- HOMO energy (spin up / spin down): -8.30 / -8.30 eV